Density functional theory data (ωB97M-V/def2-TZVPD) for one molecule with the formula C20H23N3S2 in a non-equilibrium geometry.

Results
Strongest force on any atom: 1.20 eV Å⁻¹
Relative energy (zero: lowest compared OMol25 entry of this formula, charge and spin): 0.000 eV
Spin multiplicity: 1
Frontier orbital gap: 7.81 eV
Calculated total energy: -47255.737 eV
HOMO: -7.910 eV
LUMO: -0.105 eV
SMILES: Cc1ccc2nc(-c3ccc(NC(=S)NCCC(C)C)cc3)sc2c1

XYZ file:
```
48
Properties=species:S:1:pos:R:3:lowdin_charge:R:1
S 4.997 1.463 3.389 0.636
S -1.338 -1.827 -2.316 1.090
N -0.154 -0.091 -3.839 0.111
N 3.632 1.076 1.212 0.041
N 2.440 0.847 3.202 -0.012
C -3.234 -1.948 -5.897 -0.281
C -1.421 0.555 5.706 -0.085
C -2.951 -2.274 -4.582 -0.058
C 3.602 1.097 2.579 -0.867
C 2.691 1.207 -0.983 -0.007
C -0.110 -0.578 -2.653 -0.503
C 1.770 -0.378 0.575 -0.023
C 0.838 -0.182 -1.642 -0.229
C -1.138 -0.638 -4.597 -0.314
C -0.202 1.266 5.119 -0.439
C -4.348 -2.626 -6.633 -0.054
C -0.539 1.815 3.734 -0.078
C 0.992 0.302 5.104 -0.169
C 0.858 -0.775 -0.380 -0.043
C -1.434 -0.319 -5.921 -0.007
C 2.306 0.923 4.640 -0.228
C 1.782 0.808 -1.934 -0.009
C -1.912 -1.623 -3.941 -0.463
C 2.688 0.637 0.295 -0.234
C -2.469 -0.972 -6.549 -0.048
H -1.443 2.419 3.786 0.079
H 2.379 1.966 4.976 0.123
H 3.158 0.387 5.068 0.092
H 0.158 -1.566 -0.152 0.087
H -1.708 -0.286 5.078 0.081
H -1.205 0.181 6.704 0.075
H -3.963 -3.137 -7.515 0.082
H 1.777 1.251 -2.917 0.114
H -0.847 0.431 -6.427 0.113
H -2.705 -0.731 -7.575 0.112
H 1.803 -0.894 1.522 0.113
H 0.257 2.451 3.353 0.074
H 4.481 1.471 0.827 0.118
H -2.265 1.237 5.772 0.075
H 0.760 -0.559 4.472 0.120
H -4.848 -3.355 -6.000 0.074
H 1.588 0.871 2.662 0.097
H -3.528 -3.023 -4.061 0.112
H -0.722 1.003 3.030 0.081
H 1.134 -0.070 6.120 0.116
H 0.052 2.111 5.770 0.136
H 3.419 1.971 -1.216 0.116
H -5.081 -1.894 -6.968 0.082
```


Density functional theory data (ωB97M-V/def2-TZVPD) for one molecule with the formula C20H23N7 in a non-equilibrium geometry.

Results
Strongest force on any atom: 5.69 eV Å⁻¹
Relative energy (zero: lowest compared OMol25 entry of this formula, charge and spin): 1.824 eV
Spin multiplicity: 1
Frontier orbital gap: 8.80 eV
Calculated total energy: -31540.936 eV
HOMO: -8.853 eV
LUMO: -0.057 eV
SMILES: CC(C)(C)CN(Cc1ccc(Cn2cncn2)cc1)c1ccnc(C#N)n1

XYZ file:
```
50
Properties=species:S:1:pos:R:3:lowdin_charge:R:1
N 3.786 0.119 -3.967 -0.175
N -2.362 -3.506 5.675 0.162
N 2.880 0.087 -6.036 0.042
N -1.026 -0.628 1.069 -0.045
N -4.139 -2.709 2.741 0.124
N -1.917 -2.048 2.663 0.197
N 3.467 1.387 -4.210 0.076
C 1.952 -1.247 -2.011 -0.035
C 4.315 -0.526 -2.744 -0.082
C -2.620 -3.166 4.589 -0.125
C -0.635 2.187 2.378 -0.031
C -2.937 -2.715 3.261 -0.344
C 1.317 -0.990 0.306 -0.208
C 3.425 -0.033 -0.471 -0.040
C 3.136 -0.513 -1.760 -0.214
C 3.453 -0.708 -5.105 -0.121
C -3.255 -1.469 0.943 -0.033
C -3.078 1.690 1.883 -0.035
C 2.507 -0.260 0.572 -0.029
C 0.323 -1.041 1.420 -0.157
C -2.120 -1.331 1.566 -0.349
C -1.238 0.660 0.336 -0.090
C 0.997 -1.456 -1.022 -0.017
C -1.714 3.056 0.394 -0.083
C 2.968 1.378 -5.486 -0.172
C -1.680 1.817 1.232 -0.552
C -4.311 -2.090 1.559 -0.070
H 4.672 -1.543 -2.907 0.124
H 0.341 2.574 2.018 0.090
H 0.548 -0.521 2.363 0.115
H -0.384 1.338 3.031 0.073
H -5.229 -1.991 1.064 0.101
H 0.044 -2.024 -0.998 0.129
H -0.200 0.930 -0.043 0.145
H -0.777 3.158 -0.106 0.080
H -3.364 -0.958 -0.025 0.127
H -1.847 3.973 0.985 0.100
H 3.678 -1.791 -5.149 0.125
H -3.443 2.576 2.369 0.086
H -3.656 1.391 1.060 0.058
H -1.057 2.965 2.952 0.058
H 2.707 2.284 -5.921 0.070
H 0.368 -2.070 1.761 0.123
H 1.569 -1.468 -3.036 0.121
H 5.131 0.207 -2.374 0.147
H 2.640 0.181 1.589 0.123
H -1.917 0.449 -0.535 0.136
H -3.182 0.850 2.582 0.084
H 4.374 0.466 -0.160 0.122
H -2.510 3.076 -0.293 0.072
```


Density functional theory data (ωB97M-V/def2-TZVPD) for C20H23NO6RuS as an isolated structure in a non-equilibrium geometry.

Results
Strongest force on any atom: 2.13 eV Å⁻¹
Expectation value of S²: 6.0191
Relative energy (zero: lowest compared OMol25 entry of this formula, charge and spin): 0.772 eV
Spin multiplicity: 5
Frontier orbital gap (spin up / spin down): 5.97 / 3.51 eV
Calculated total energy: -48286.871 eV
HOMO (spin up / spin down): -13.947 / -13.941 eV
Total charge: +2
LUMO (spin up / spin down): -7.979 / -10.427 eV

XYZ file:
```
52
Properties=species:S:1:pos:R:3:lowdin_spin:R:1
Ru -0.020 -0.388 0.168 2.909
S -2.960 -0.882 1.159 0.043
O 1.697 -1.873 -0.180 0.129
O -0.295 -0.142 -1.668 0.300
O -1.627 -1.480 0.496 0.231
O 0.411 0.005 2.035 0.221
O 0.495 0.848 -3.532 0.034
O -0.726 1.960 2.083 0.054
N 1.569 0.987 -0.127 -0.001
C -3.827 -0.481 3.734 0.002
C -5.525 -1.966 1.209 0.000
C -8.105 -1.726 2.186 0.001
C -5.829 0.759 5.187 0.001
C -2.726 -1.144 2.945 0.008
C 1.248 1.695 -1.411 0.005
C -4.585 -1.220 4.623 0.001
C -7.492 -0.637 1.576 0.000
C 2.872 0.238 -0.194 0.007
C -4.153 -2.151 0.625 0.005
C 2.702 -1.097 -0.887 0.003
C 0.280 1.355 1.853 0.014
C -5.037 1.515 4.333 0.001
C 1.485 1.893 1.091 0.008
C 0.486 0.786 -2.356 0.015
C -5.593 -0.601 5.349 0.001
C -4.030 0.898 3.614 0.001
C -6.208 -0.760 1.073 0.001
C -7.441 -2.945 2.284 0.000
C -6.146 -3.060 1.811 0.001
H -7.933 -3.799 2.729 0.000
H 0.601 2.544 -1.187 -0.001
H -5.202 2.581 4.249 0.000
H -4.382 -2.277 4.751 0.000
H 3.646 -1.637 -0.915 0.002
H -1.766 -0.658 3.123 0.000
H -2.647 -2.216 3.126 0.001
H -6.185 -1.163 6.058 0.000
H -6.616 1.238 5.755 0.000
H -8.027 0.296 1.465 0.000
H 2.152 2.070 -1.888 0.000
H 2.097 -2.301 0.591 0.003
H -9.118 -1.635 2.557 0.000
H 2.341 -1.007 -1.911 0.000
H -5.623 -4.007 1.884 0.000
H -3.712 -3.116 0.875 0.000
H -4.162 -2.025 -0.460 0.000
H -5.754 0.078 0.553 0.000
H 3.617 0.854 -0.700 0.000
H 1.346 2.929 0.800 0.000
H 3.203 0.075 0.830 0.000
H 2.393 1.793 1.679 0.000
H -3.374 1.476 2.970 0.000
```


Density functional theory data (ωB97M-V/def2-TZVPD) for one molecule with the formula C20H23NO7.

Results
Strongest force on any atom: 0.63 eV Å⁻¹
Relative energy (zero: lowest compared OMol25 entry of this formula, charge and spin): 0.851 eV
Spin multiplicity: 1
Frontier orbital gap: 8.55 eV
Calculated total energy: -36935.476 eV
HOMO: -7.884 eV
LUMO: 0.663 eV
SMILES: COc1ccc(OCC(=O)N[C@H](CC(=O)O)c2ccc(OC)c(OC)c2)cc1

XYZ file:
```
51
Properties=species:S:1:pos:R:3:lowdin_charge:R:1
O -3.465 3.724 -1.555 0.113
O -1.939 -2.287 1.847 -0.112
O 1.808 1.242 -3.557 0.061
O -1.406 3.731 -0.711 0.115
O -3.761 -0.132 1.171 -0.066
O 2.370 -2.386 2.223 -0.118
O 2.568 2.488 -0.377 -0.051
N 0.425 2.038 -1.947 0.126
C 2.558 1.233 0.179 -0.270
C -0.983 -3.267 2.175 -0.067
C -0.308 -0.673 -1.040 -0.022
C 2.916 -3.562 1.678 -0.093
C -4.242 -0.959 2.207 -0.076
C -1.681 -1.441 0.799 -0.183
C -1.872 2.416 -2.692 -0.034
C -0.559 -1.560 -0.013 -0.002
C 1.617 1.873 -2.538 -0.485
C -1.180 0.376 -1.295 -0.156
C -2.318 0.480 -0.515 0.060
C -0.793 1.374 -2.367 -0.229
C 3.015 0.084 -0.448 -0.014
C 2.053 1.142 1.476 0.013
C 2.009 -0.069 2.125 0.004
C 2.474 -1.226 1.498 -0.297
C -2.593 -0.406 0.524 -0.178
C -2.185 3.337 -1.539 -0.542
C 2.743 2.585 -1.772 -0.095
C 2.980 -1.137 0.211 -0.023
H 2.405 -3.857 0.755 0.091
H -3.575 -0.956 3.071 0.094
H -0.537 0.834 -3.287 0.157
H 3.713 2.195 -2.100 0.132
H -3.051 1.252 -0.675 0.118
H 0.355 2.598 -1.106 0.137
H -1.374 -3.764 3.062 0.098
H -3.649 4.335 -0.823 0.137
H 3.346 -2.008 -0.308 0.109
H 0.142 -2.358 0.161 0.098
H -4.390 -1.987 1.869 0.095
H -0.010 -2.824 2.406 0.082
H -0.872 -4.005 1.372 0.099
H 2.766 -4.334 2.432 0.094
H -1.506 3.046 -3.508 0.143
H -2.789 1.931 -3.023 0.133
H 3.986 -3.453 1.479 0.097
H 3.397 0.110 -1.456 0.115
H 1.614 -0.147 3.126 0.121
H 2.705 3.656 -1.995 0.141
H 1.698 2.040 1.955 0.123
H 0.579 -0.793 -1.643 0.116
H -5.203 -0.528 2.488 0.092
```


Density functional theory data (ωB97M-V/def2-TZVPD) for C20H24AsBaCl3N3O5S2 as an isolated structure in a non-equilibrium geometry.

Results
Strongest force on any atom: 4.33 eV Å⁻¹
Relative energy (zero: lowest compared OMol25 entry of this formula, charge and spin): 1.307 eV
Spin multiplicity: 1
Frontier orbital gap: 6.88 eV
Calculated total energy: -156610.659 eV
HOMO: -4.671 eV
Total charge: -1
LUMO: 2.205 eV

XYZ file:
```
59
Properties=species:S:1:pos:R:3:lowdin_charge:R:1
Ba 1.406 0.031 -0.177 1.613
As -1.754 0.031 0.491 1.119
Cl 0.919 -5.930 0.059 0.603
Cl 2.483 -4.878 2.276 0.616
Cl 2.580 -3.578 -0.319 0.666
S 1.028 3.481 0.635 0.520
S 0.305 -1.376 -2.594 0.352
O 1.097 -0.290 2.037 -0.441
O 3.406 -0.759 0.527 -0.396
O 4.745 -0.100 5.038 0.121
O 5.803 -0.443 2.294 0.105
O 2.004 0.937 4.644 0.023
N 2.039 3.686 3.068 0.103
N -0.509 -3.047 1.557 0.225
N 0.098 2.501 2.918 0.113
C 4.122 -0.060 4.004 -0.278
C 2.584 0.556 -5.347 -0.115
C 0.877 -0.649 -6.509 -0.117
C -3.193 0.189 1.857 -0.434
C 2.682 0.293 3.834 -0.290
C -2.211 1.579 -0.663 -0.448
C -2.549 -1.395 -0.637 -0.468
C 3.448 -0.499 1.768 -0.371
C 2.095 0.088 -4.137 -0.147
C 1.555 -4.446 0.817 -1.583
C 1.983 0.192 -6.542 -0.130
C 4.640 -0.363 2.623 -0.294
C 1.066 3.170 2.290 -0.986
C -3.032 1.367 2.815 -0.179
C -3.997 -1.793 -0.369 -0.175
C -3.668 1.734 -1.085 -0.167
C 0.981 -0.758 -4.084 -0.742
C 0.387 -1.121 -5.303 -0.149
C 2.277 -0.210 2.530 -0.381
C 0.415 -3.641 1.227 -0.385
H -1.912 -2.269 -0.518 0.016
H -0.472 -1.779 -5.275 0.085
H -2.420 -1.066 -1.668 0.022
H -0.494 1.940 2.332 0.026
H 2.364 0.556 -7.488 0.086
H -3.793 2.621 -1.712 0.067
H 2.821 4.112 2.607 0.088
H -4.690 -0.971 -0.555 0.049
H -1.858 2.484 -0.167 0.026
H -1.587 1.450 -1.553 0.053
H -4.281 -2.618 -1.026 0.068
H -4.130 -2.128 0.661 0.058
H 0.386 2.044 3.787 0.096
H -3.186 -0.750 2.412 0.063
H -4.325 1.850 -0.221 0.057
H -2.215 1.196 3.514 0.058
H 3.444 1.216 -5.350 0.095
H -4.004 0.873 -1.664 0.055
H 2.587 0.369 -3.212 0.071
H -4.147 0.261 1.335 0.042
H -2.833 2.295 2.276 0.060
H 0.388 -0.943 -7.431 0.092
H 2.191 3.252 3.970 0.097
H -3.945 1.506 3.398 0.067
```


Density functional theory data (ωB97M-V/def2-TZVPD) for C20H24AsFN2OP2S4W as an isolated structure.

Results
Strongest force on any atom: 0.52 eV Å⁻¹
Relative energy (zero: lowest compared OMol25 entry of this formula, charge and spin): 0.479 eV
Spin multiplicity: 1
Frontier orbital gap (spin up / spin down): 7.08 / 7.08 eV
Calculated total energy: -153463.524 eV
HOMO (spin up / spin down): -7.377 / -7.379 eV
LUMO (spin up / spin down): -0.293 / -0.294 eV

XYZ file:
```
56
Properties=species:S:1:pos:R:3:lowdin_charge:R:1
W 0.424 -0.939 -0.408 0.482
As -1.282 -2.216 -1.762 -0.257
S 0.946 0.273 -2.066 0.194
S 0.485 -3.286 -1.174 0.099
S -2.017 -1.371 0.035 0.130
S -2.223 -2.115 -3.579 -0.030
P 0.249 1.455 0.668 0.895
P 2.954 -2.224 1.309 0.595
F 0.433 -1.246 1.619 -0.601
O 2.410 -1.463 0.106 -0.592
N -0.123 2.764 -0.360 -0.130
N -1.968 1.655 -1.167 0.063
C 2.056 -3.664 1.888 -0.190
C -3.649 2.707 -2.482 -0.069
C -3.114 1.605 -1.846 -0.134
C 4.440 2.827 2.020 -0.088
C -0.802 1.771 2.138 -0.336
C 2.852 2.361 0.275 -0.100
C 3.482 2.516 2.973 -0.091
C 2.208 2.127 2.580 -0.104
C -1.567 0.755 2.708 -0.103
C -1.313 2.800 -1.098 -0.401
C -0.902 3.060 2.655 -0.104
C 1.879 2.052 1.229 -0.339
C 3.204 -1.157 2.721 -0.156
C -1.757 3.974 -1.715 -0.020
C -2.946 3.908 -2.410 -0.077
C 4.560 -2.852 0.811 -0.158
C -2.420 1.032 3.769 -0.068
C 4.122 2.748 0.670 -0.076
C -2.514 2.321 4.271 -0.082
C -1.749 3.337 3.714 -0.081
H 3.722 2.578 4.027 0.106
H 3.734 -1.695 3.509 0.064
H 2.229 -0.831 3.074 0.048
H 4.867 2.988 -0.078 0.105
H -1.479 -0.256 2.340 0.025
H 2.609 2.285 -0.778 0.073
H 5.195 -2.022 0.501 0.061
H 5.041 -3.389 1.629 0.059
H -1.192 4.894 -1.654 0.106
H 5.432 3.134 2.327 0.103
H 1.466 1.888 3.331 0.106
H -4.581 2.641 -3.025 0.100
H -1.816 4.344 4.105 0.103
H -0.306 3.862 2.233 0.106
H -3.182 2.536 5.096 0.103
H 1.989 -4.408 1.094 0.035
H 2.610 -4.075 2.733 0.062
H -3.331 4.792 -2.903 0.106
H 0.244 3.660 -0.076 0.100
H -3.012 0.235 4.200 0.107
H 3.787 -0.288 2.414 0.051
H -3.597 0.635 -1.879 0.088
H 1.052 -3.374 2.188 0.048
H 4.422 -3.522 -0.037 0.063
```